Entry 1:
# C14H26N2OPdS

A molecular structure, C14H26N2OPdS in a non-equilibrium geometry (wB97M-V/def2-TZVPD, the OMol25 dataset).

Geometry as XYZ:
```
45
Properties=species:S:1:pos:R:3:nbo_charge:R:1
Pd 8.0696 6.8663 11.4251 0.71
C 7.0502 5.0786 13.9607 -0.23
C 7.6511 4.1984 12.8247 -0.23
N 7.3998 4.7267 11.4907 -0.61
C 5.9980 4.6749 10.9394 -0.25
C 4.9775 5.6234 11.5132 -0.52
S 5.4971 7.3837 11.7072 0.23
C 5.4104 7.5931 13.5357 -0.54
C 6.7351 7.4489 14.3146 -0.23
N 7.5793 6.3943 13.8553 -0.68
H 7.1864 4.5590 14.9311 0.19
H 5.9678 5.1165 13.8843 0.18
H 7.1654 3.1946 12.9428 0.17
H 8.7082 4.1121 12.9992 0.24
H 7.9689 4.1738 10.8326 0.41
H 5.6539 3.6686 11.1018 0.19
H 6.0738 4.8781 9.8652 0.25
H 4.5521 5.3503 12.4514 0.21
H 4.1776 5.6854 10.8197 0.24
H 4.7010 6.8374 13.9438 0.21
H 4.9594 8.5554 13.7538 0.24
H 6.5100 7.3174 15.3868 0.18
H 7.2684 8.4442 14.2593 0.21
H 8.5762 6.3740 14.1210 0.43
C 11.0922 7.2359 11.2139 -0.75
C 10.0375 6.6028 12.0991 0.38
O 10.2790 5.9913 13.1242 -0.64
H 12.0627 6.6735 11.3915 0.22
H 11.1813 8.2800 11.5421 0.24
H 10.7411 7.1900 10.1821 0.25
C 7.1631 5.1219 6.1304 -0.59
C 8.3243 5.8132 6.8229 -0.16
C 9.4963 4.7367 7.0207 -0.59
C 8.8615 6.8628 5.8536 -0.59
C 8.0510 6.3233 8.1877 -0.10
C 8.0336 6.6721 9.3673 -0.50
H 7.3564 4.9458 5.0773 0.21
H 6.2601 5.7051 6.2286 0.21
H 6.9499 4.1575 6.6407 0.20
H 9.8833 4.3260 6.0900 0.20
H 9.0176 3.8961 7.5553 0.19
H 10.3456 5.1202 7.6359 0.21
H 8.9890 6.4130 4.8474 0.20
H 9.7707 7.3223 6.2679 0.21
H 8.1338 7.6536 5.8317 0.21
```

Values from the calculation:
HOMO level (spin up / spin down): -6.11 / -7.60 eV
Kohn-Sham gap (spin up / spin down): 6.66 / 7.26 eV
Spin multiplicity: 3
LUMO level (spin up / spin down): 0.5484 / -0.3389 eV

=====

Entry 2:
# C14H27BiN2O17P4S

A molecular structure, C14H27BiN2O17P4S in a non-equilibrium geometry (wB97M-V/def2-TZVPD, the OMol25 dataset).

Geometry as XYZ:
```
66
Properties=species:S:1:pos:R:3:nbo_charge:R:1
Bi 0.4963 1.5499 0.6533 2.29
N -3.5597 -0.0701 1.9332 -0.75
C -3.1910 1.4363 1.6241 -0.61
C -4.2540 2.4254 2.0963 -0.66
P -1.7021 1.8274 2.5983 2.37
O -2.2223 1.8794 4.1242 -1.00
O -1.0084 3.0611 2.0482 -1.14
O -0.7161 0.6798 2.3727 -1.18
P -2.9615 1.5051 -0.2739 2.41
O -3.2964 3.0095 -0.6641 -1.00
O -4.0465 0.5926 -0.6836 -1.16
O -1.5213 1.0941 -0.6334 -1.19
H -4.2206 -0.3704 1.1817 0.48
H -3.9217 -0.0285 2.9452 0.44
H -2.7911 -0.7884 1.8518 0.50
H -4.7403 2.2039 3.0650 0.23
H -5.0589 2.5408 1.4102 0.24
H -3.7564 3.4335 2.1271 0.27
H -1.5290 1.6006 4.7852 0.54
H -3.3172 3.1803 -1.6454 0.53
C 5.7207 3.1054 -0.4934 -0.65
C 4.4499 2.2829 -0.2323 -0.48
O 4.8317 0.9484 0.0865 -0.74
P 3.3052 2.3866 -1.6460 2.38
O 3.3798 3.8204 -2.2793 -0.99
O 4.1801 1.6070 -2.7893 -0.97
O 1.9953 1.7821 -1.3585 -1.17
P 3.6386 3.0323 1.2983 2.37
O 2.9935 4.3014 0.5013 -1.07
O 4.6275 3.5093 2.2904 -1.10
O 2.5113 2.0795 1.6819 -1.21
H 6.5239 2.6086 -1.0766 0.24
H 6.0792 3.2828 0.5339 0.26
H 5.4929 4.1496 -0.7996 0.21
H 4.0351 0.3300 0.0795 0.51
H 3.0581 4.6057 -1.7373 0.55
H 3.8617 0.6594 -2.8053 0.51
H 3.2173 5.1241 1.0214 0.52
C -1.1976 -1.8781 -4.5327 -0.64
C -1.4862 -2.4111 -3.1309 0.03
C -2.0647 -1.5725 -2.1873 -0.20
C -2.4396 -2.1069 -0.9280 -0.15
C -2.0698 -3.4232 -0.6362 -0.32
C -1.7875 -4.3098 -1.6536 -0.20
C -1.4206 -3.8093 -2.8654 -0.23
S -1.8646 -3.9142 1.0990 2.28
O -1.9946 -2.6234 1.7843 -1.01
O -2.6992 -5.0604 1.4207 -0.91
N -0.2502 -4.3072 1.3598 -0.85
C 0.7102 -3.2965 1.6362 -0.24
C 1.6800 -2.9400 0.4694 -0.52
C 2.1981 -1.4782 0.4954 0.83
O 3.3834 -1.2498 0.2288 -0.67
O 1.3461 -0.5896 0.9184 -0.87
H -2.1075 -1.4961 -4.9765 0.22
H -0.8903 -2.8039 -5.1307 0.21
H -0.4219 -1.0835 -4.5860 0.23
H -2.1675 -0.5573 -2.4414 0.23
H -2.9419 -1.4610 -0.2375 0.22
H -1.7959 -5.3670 -1.3777 0.23
H -1.3903 -4.5094 -3.7111 0.22
H -0.0512 -5.2880 1.2422 0.42
H 1.3088 -3.6990 2.4979 0.20
H 0.2092 -2.4281 2.0586 0.26
H 1.1486 -3.0326 -0.4867 0.23
H 2.4733 -3.6816 0.4791 0.23
```

Values from the calculation:
HOMO level: -8.88 eV
Kohn-Sham gap: 8.66 eV
LUMO level: -0.2269 eV

=====

Entry 3:
# C14H27F3N3O3S

2 unconnected molecules or ions with the total composition C14H27F3N3O3S in a non-equilibrium geometry (wB97M-V/def2-TZVPD, the OMol25 dataset).

Geometry as XYZ:
```
51
Properties=species:S:1:pos:R:3:nbo_charge:R:1
C -0.1455 -2.7359 2.2541 -0.59
C 0.1507 -1.2426 2.4682 -0.21
C -1.0951 -0.6117 3.0720 -0.61
C 0.5690 -0.6757 1.0939 -0.47
C 0.3676 0.8105 0.8943 -0.04
N 1.7094 1.5426 1.1856 -0.56
C 1.7851 2.4646 0.2362 0.73
N 2.1703 3.7083 0.3174 -0.59
C 2.6226 4.3233 1.5475 1.10
F 1.7844 4.0463 2.5519 -0.29
F 2.6409 5.6499 1.3293 -0.29
F 3.8635 3.9043 1.8447 -0.28
N 1.3499 1.9261 -0.9899 -0.62
C -0.0024 1.4221 -0.5175 -0.03
C -0.6698 0.5956 -1.5806 -0.46
C -2.2043 0.7429 -1.5570 -0.39
C -2.7502 0.7634 -0.1248 -0.54
C -2.8394 2.1110 0.5080 0.79
O -2.6124 2.3021 1.6931 -0.62
O -3.1713 3.1101 -0.3187 -0.67
H 0.7427 -3.2778 1.9531 0.21
H -0.8540 -2.8180 1.4343 0.20
H -0.6133 -3.1754 3.1240 0.22
H 0.9603 -1.2075 3.1913 0.20
H -0.9128 0.4180 3.3571 0.20
H -1.9649 -0.6882 2.4328 0.21
H -1.3330 -1.1226 3.9971 0.23
H 0.0986 -1.2683 0.3221 0.26
H 1.6331 -0.8602 0.9980 0.23
H -0.3149 1.2915 1.5848 0.24
H 1.6467 1.8390 2.1547 0.42
H 2.1725 4.2708 -0.5224 0.47
H 1.8984 1.0697 -1.0681 0.39
H -0.5299 2.3423 -0.2809 0.20
H -0.3837 -0.4562 -1.5949 0.29
H -0.3401 1.0042 -2.5306 0.23
H -2.5957 -0.1445 -2.0344 0.22
H -2.4844 1.6137 -2.1299 0.23
H -3.7600 0.3622 -0.1457 0.26
H -2.1667 0.0890 0.4830 0.23
H -3.1425 3.9117 0.2159 0.50
C -0.2569 -4.4760 -2.9760 -0.83
S 0.9934 -3.5661 -2.0711 1.26
O 0.4013 -2.2255 -1.7460 -1.04
C 2.1064 -3.3159 -3.4539 -0.83
H -1.0742 -4.6943 -2.2922 0.25
H -0.6209 -3.8717 -3.8065 0.24
H 0.1725 -5.4083 -3.3402 0.24
H 1.5863 -2.7885 -4.2531 0.24
H 2.4647 -4.2830 -3.8041 0.24
H 2.9481 -2.7212 -3.1058 0.24
```

Values from the calculation:
HOMO level: -11.82 eV
Kohn-Sham gap: 8.47 eV
Net charge: +1
LUMO level: -3.3536 eV

=====

Entry 4:
# C14H27IO3Tl

A molecular structure, C14H27IO3Tl in a non-equilibrium geometry (wB97M-V/def2-TZVPD, the OMol25 dataset).

Geometry as XYZ:
```
46
Properties=species:S:1:pos:R:3:lowdin_charge:R:1
C 7.0807 1.5992 0.5814 0.04
C 5.7524 0.7896 0.8628 -0.14
C 5.2450 0.2780 -0.4853 -0.05
C 3.6624 0.6274 -0.4768 -0.06
C 2.9426 -0.5341 0.2278 -0.12
C 1.7132 -0.9145 -0.6492 -0.14
C 0.4527 -1.2180 0.2342 -0.20
C -0.3201 -2.3623 -0.4592 -0.14
C -1.6518 -2.8509 0.2206 -0.10
C -2.5381 -1.8417 0.9310 -0.09
O -2.7687 -0.6298 0.0927 -0.24
C -3.3894 0.3076 0.9529 -0.77
O -2.7909 1.0833 1.5778 0.12
O -4.6740 0.1916 1.0527 -0.01
C -5.4566 0.3488 -0.1826 -0.12
C -6.2433 1.6954 -0.2008 -0.65
C -5.8975 2.4798 -1.4442 -0.13
I -5.8418 2.8219 1.5824 1.38
H 7.8158 1.1160 1.2361 0.14
H 6.9404 2.6438 0.8187 0.10
H 7.4167 1.5539 -0.4500 0.10
H 5.9561 -0.0721 1.4904 0.13
H 5.0833 1.4499 1.4099 0.13
H 5.4457 -0.7768 -0.5939 0.14
H 5.6510 0.8315 -1.3375 0.14
H 3.4861 1.5628 0.0451 0.13
H 3.3627 0.7796 -1.5182 0.14
H 3.5845 -1.3977 0.3592 0.13
H 2.6110 -0.2090 1.2076 0.13
H 1.9270 -1.7234 -1.3350 0.13
H 1.4732 -0.0546 -1.2789 0.10
H 0.7832 -1.4759 1.2342 0.13
H -0.1007 -0.2641 0.3019 -0.05
H -0.4445 -2.1378 -1.5126 0.12
H 0.3502 -3.2128 -0.4230 0.13
H -1.4337 -3.6586 0.9090 0.14
H -2.2659 -3.2605 -0.5737 0.13
H -2.2115 -1.5990 1.9364 0.15
H -3.5169 -2.2904 1.0529 0.15
H -6.1341 -0.4891 -0.2299 0.15
H -4.8447 0.3126 -1.0786 0.13
H -7.2961 1.4494 -0.1981 0.10
H -6.4824 3.3912 -1.5131 0.09
H -6.1009 1.9014 -2.3407 0.11
H -4.8434 2.7547 -1.4704 0.08
Tl -1.4887 1.0038 -0.5662 1.21
```

Values from the calculation:
HOMO level: -17.25 eV
Kohn-Sham gap: 1.39 eV
Net charge: +3
LUMO level: -15.8663 eV